Entry i
The following is a DFT calculation (ωB97M-V with the def2-TZVPD basis set) of a 2-piece molecular cluster, C2H4O2S overall.

Frontier orbital gap   9.603 eV
Structure (SMILES)   S=C1CO1.O
HOMO   -9.096 eV
LUMO level   0.51 eV

CARTESIAN COORDINATES (ANGSTROEM)
S (-2.30389, 0.41733, 0.24676)
C (-1.01263, -0.49314, 0.29012)
C (0.10028, -1.14216, -0.34449)
O (-0.50242, -1.42096, 0.97745)
H (0.16627, -1.88612, -1.25488)
H (1.07327, -0.50998, -0.20056)
O (0.95344, 1.33939, 0.09104)
H (1.48557, 2.19582, 0.19041)
H (0.04013, 1.49982, 0.00415)

Here are the Löwdin charges for atoms 1 to 5, given in e: S 0.7571; C -0.9974; C -0.0663; O 0.0621; H 0.1559

Entry ii
The following is a DFT calculation (ωB97M-V with the def2-TZVPD basis set) of a 2-piece molecular cluster, C2H4O2S overall.

Frontier orbital gap (alpha / beta)   6.225 / 9.466 eV
HOMO (alpha / beta)   -7.898 / -9.601 eV
LUMO level (alpha / beta)   -1.67 / -0.13 eV

CARTESIAN COORDINATES (ANGSTROEM)
C (0.84395, -1.11511, -1.38730)
C (-0.72739, 0.47105, 0.57613)
O (1.71061, -3.38550, -2.04107)
O (-0.64480, -0.55627, 1.42423)
S (1.35148, -2.52901, -0.84400)
H (0.46286, -0.89757, -2.38385)
H (-1.17717, 0.09698, -0.32793)
H (-0.09486, 1.34752, 0.55767)
H (0.09216, -0.37598, 2.09573)

Here are the Löwdin charges for atoms 1 to 5, given in e: C -0.2873; C -0.0742; O -0.6021; O -0.0791; S 0.7924

Entry iii
The following is a DFT calculation (ωB97M-V with the def2-TZVPD basis set) of a 2-piece molecular cluster, C2H4O2S overall.

Frontier orbital gap   9.564 eV
Structure (SMILES)   S=C1CO1.O
HOMO   -9.317 eV
LUMO level   0.25 eV

CARTESIAN COORDINATES (ANGSTROEM)
S (-1.02658, -1.74126, -0.87820)
C (0.22243, -0.82916, -0.56134)
C (0.97617, 0.43445, -0.64273)
O (1.43129, -0.81877, -0.14544)
H (1.41885, 0.73135, -1.59504)
H (0.98526, 1.03872, 0.14501)
O (-0.85281, -0.44213, 1.69620)
H (-1.26109, -0.59773, 0.94672)
H (-1.55095, -1.18063, 1.84499)

Here are the Löwdin charges for atoms 1 to 5, given in e: S 0.7911; C -0.8718; C -0.0285; O 0.0616; H 0.1251

Least stable of them? entry ii.

Entry i
The following is a DFT calculation (ωB97M-V with the def2-TZVPD basis set) of C22H42Cl2MnN5O4SSi4Te as an isolated structure.

Net charge   -1
2S+1   6
Frontier orbital gap (alpha / beta)   6.407 / 6.448 eV
HOMO (alpha / beta)   -4.307 / -4.375 eV
LUMO level (alpha / beta)   2.10 / 2.07 eV

CARTESIAN COORDINATES (ANGSTROEM)
Mn (0.20633, 0.40887, -0.46066)
Cl (-4.26243, 3.09999, 4.74882)
C (-3.11968, 2.80172, 3.46329)
C (-1.93389, 3.55140, 3.41789)
C (-1.02810, 3.34294, 2.41704)
Cl (0.43807, 4.26392, 2.37987)
C (-1.22377, 2.37063, 1.37212)
O (-0.37226, 2.22935, 0.44880)
C (-2.43617, 1.61634, 1.48427)
C (-2.77152, 0.59606, 0.52284)
O (-2.06226, 0.17927, -0.38514)
C (-3.36582, 1.85437, 2.51393)
H (-1.73476, 4.29588, 4.17667)
H (-3.78146, 0.16034, 0.63406)
H (-4.27864, 1.27101, 2.54607)
C (-3.33384, -3.06792, -2.95908)
C (-3.11635, -1.60701, -3.03613)
N (-4.01253, -0.67544, -2.89709)
N (-3.29840, 0.48650, -3.02162)
C (-1.97973, 0.29562, -3.16187)
S (-0.73187, 1.41742, -3.21066)
N (-1.87901, -1.05708, -3.22546)
N (-0.71310, -1.79068, -3.45573)
H (-4.40109, -3.26733, -2.89819)
H (-2.82403, -3.46080, -2.07570)
H (-2.90886, -3.55527, -3.83669)
H (-3.73635, 1.37910, -2.88820)
H (-0.06475, -1.13413, -3.88782)
H (-0.33010, -2.01212, -2.52478)
N (0.78000, -0.15220, 1.71325)
C (1.11349, -1.57985, 1.84708)
C (-0.10680, -2.44345, 1.57569)
C (-0.56088, -2.49819, 0.11086)
O (-1.41218, -3.32361, -0.20743)
O (0.00431, -1.66684, -0.68812)
H (1.59767, 0.42839, 1.87695)
H (0.08182, 0.11546, 2.40151)
H (1.51334, -1.80411, 2.84190)
H (1.89232, -1.79285, 1.11328)
H (-0.96010, -2.09970, 2.17184)
H (0.08008, -3.47141, 1.88996)
C (5.48370, -2.54745, -4.58540)
Si (4.30373, -2.05148, -3.19467)
C (2.61616, -2.78054, -3.58650)
C (4.89914, -2.83174, -1.59167)
Si (4.21096, 0.26741, -2.93391)
Te (2.91679, 0.78671, -0.89111)
Si (6.33208, 1.12759, -2.42021)
C (6.94063, 0.43742, -0.77846)
C (7.66751, 0.74482, -3.70240)
C (6.20434, 3.00034, -2.28092)
Si (3.41669, 1.41470, -4.81752)
C (2.05680, 0.48246, -5.72291)
C (4.82008, 1.68271, -6.05585)
C (2.77902, 3.09616, -4.28994)
H (5.45897, -3.63025, -4.73950)
H (6.51269, -2.26420, -4.35552)
H (5.20966, -2.06828, -5.52868)
H (2.69047, -3.87023, -3.65156)
H (2.21871, -2.41243, -4.53444)
H (1.89425, -2.54306, -2.80185)
H (4.87996, -3.92319, -1.66106)
H (4.25050, -2.52159, -0.76976)
H (5.91631, -2.52058, -1.34534)
H (7.23046, -0.61100, -0.87863)
H (6.15832, 0.50301, -0.02026)
H (7.81356, 0.99673, -0.42908)
H (7.84040, -0.32898, -3.79778)
H (8.61036, 1.20754, -3.39456)
H (7.41110, 1.13008, -4.69033)
H (5.38466, 3.27800, -1.61516)
H (6.01561, 3.45340, -3.25757)
H (7.13278, 3.42318, -1.88639)
H (2.38412, -0.51346, -6.02893)
H (1.76127, 1.03266, -6.62126)
H (1.17094, 0.38284, -5.09155)
H (5.29790, 0.74272, -6.34264)
H (5.59018, 2.33748, -5.64217)
H (4.43199, 2.15473, -6.96342)
H (1.96925, 2.98449, -3.56728)
H (2.40500, 3.66000, -5.14939)
H (3.56774, 3.67849, -3.80865)

Here are the Löwdin charges for atoms 1 to 5, given in e: Mn 0.5132; Cl 0.6203; C -0.6815; C -0.1339; C -0.5811

Entry ii
The following is a DFT calculation (ωB97M-V with the def2-TZVPD basis set) of C22H42Cl2MnN5O4SSi4Te as an isolated structure.

Net charge   -1
2S+1   6
Frontier orbital gap (alpha / beta)   5.273 / 5.631 eV
HOMO (alpha / beta)   -3.744 / -4.083 eV
LUMO level (alpha / beta)   1.53 / 1.55 eV

CARTESIAN COORDINATES (ANGSTROEM)
Mn (-0.71806, -0.41122, 1.91212)
Cl (3.24895, 4.92972, 4.96409)
C (2.51857, 3.48859, 4.30972)
C (3.30269, 2.63635, 3.53429)
C (2.70479, 1.48283, 3.03910)
Cl (3.64425, 0.37867, 2.08714)
C (1.37414, 1.13938, 3.28453)
O (0.89137, 0.00562, 2.86624)
C (0.56495, 2.08487, 4.02486)
C (-0.81267, 1.88255, 4.15591)
O (-1.50335, 0.92722, 3.64985)
C (1.19750, 3.23785, 4.56036)
H (4.33330, 2.84880, 3.30800)
H (-1.37409, 2.64484, 4.72659)
H (0.61589, 3.90426, 5.17912)
C (-1.00618, -2.01017, 6.98336)
C (-0.13547, -2.52930, 5.90313)
N (1.01147, -3.11205, 6.07658)
N (1.45998, -3.41689, 4.83028)
C (0.61097, -2.98880, 3.86196)
S (0.71925, -3.14906, 2.23506)
N (-0.44012, -2.44161, 4.57092)
N (-1.47445, -1.79710, 3.93686)
H (-0.63503, -2.37407, 7.93760)
H (-2.03649, -2.33535, 6.83738)
H (-0.98708, -0.91968, 6.99567)
H (2.37358, -3.80690, 4.68704)
H (-2.28150, -2.38767, 3.70237)
H (-1.78617, -0.95190, 4.41741)
N (-2.21212, 1.48929, 0.95348)
C (-3.55754, 1.08506, 0.54995)
C (-4.21893, 0.24306, 1.63549)
C (-3.46981, -1.08164, 1.92303)
O (-3.97585, -1.88425, 2.71016)
O (-2.36399, -1.25775, 1.33104)
H (-2.25961, 2.01734, 1.82278)
H (-1.78404, 2.08367, 0.24777)
H (-3.46913, 0.48763, -0.36330)
H (-4.19261, 1.96549, 0.33358)
H (-5.25049, 0.00676, 1.36857)
H (-4.23708, 0.78965, 2.58253)
C (2.31715, 2.09494, -4.91396)
Si (1.98512, 1.65855, -3.07198)
C (3.71691, 1.36988, -2.31058)
C (1.28880, 3.26081, -2.27901)
Si (0.51133, -0.14845, -2.53242)
Te (0.79818, -0.22703, -0.03318)
Si (-1.61031, 0.21883, -3.56067)
C (-2.49052, 1.85695, -3.07238)
C (-1.35835, 0.37709, -5.45393)
C (-2.91761, -1.17708, -3.36424)
Si (1.39345, -2.18138, -3.39410)
C (3.00433, -2.69616, -2.50446)
C (1.83538, -2.01060, -5.25205)
C (0.19100, -3.67357, -3.28590)
H (3.01946, 2.91789, -5.00711)
H (1.40895, 2.38146, -5.43059)
H (2.73796, 1.24788, -5.44187)
H (4.33813, 2.26209, -2.31649)
H (4.25424, 0.58994, -2.84102)
H (3.60430, 1.04715, -1.27970)
H (1.97834, 4.09915, -2.32791)
H (1.07665, 3.06881, -1.23102)
H (0.36281, 3.56740, -2.75596)
H (-1.90884, 2.71024, -3.40618)
H (-2.60017, 1.93514, -1.99722)
H (-3.48331, 1.94629, -3.50709)
H (-0.66758, 1.18049, -5.68044)
H (-2.28596, 0.57684, -5.98167)
H (-0.93901, -0.53565, -5.86022)
H (-3.06266, -1.44034, -2.32103)
H (-2.58753, -2.07369, -3.88080)
H (-3.88925, -0.90592, -3.77405)
H (3.80463, -1.99806, -2.72533)
H (3.34670, -3.69171, -2.77495)
H (2.84724, -2.67724, -1.43075)
H (2.54504, -1.20570, -5.40172)
H (0.95446, -1.78107, -5.83972)
H (2.27208, -2.91883, -5.65510)
H (-0.18818, -3.77643, -2.27449)
H (0.66714, -4.61406, -3.55476)
H (-0.66031, -3.53890, -3.94652)

Here are the Löwdin charges for atoms 1 to 5, given in e: Mn 0.3886; Cl 0.6300; C -0.6785; C -0.1023; C -0.5629

Least stable of them? entry ii.